18
Properties=species:S:1:pos:R:3:mulliken_charge:R:1 method="wB97M-V/def2-TZVPD" multiplicity=1 smiles=CB1NCCN1C e_homo_ev=-8.1 de_lowest_kcal_mol=60.32 total_charge=0 lumo_ev=0.63
C 2.302 -0.257 -0.138 -1.001
B 0.875 0.360 -0.333 0.136
N 0.389 1.611 -0.211 -0.171
C -1.057 1.665 -0.118 -0.440
C -1.576 0.233 0.092 -0.602
N -0.555 -0.671 -0.548 -0.420
C -0.493 -1.874 0.267 -0.826
H 3.000 0.501 -0.172 0.340
H 2.381 -0.938 -0.948 0.319
H 2.304 -0.814 0.768 0.337
H 0.928 2.515 -0.126 0.235
H -1.476 1.928 -1.101 0.274
H -1.430 2.368 0.699 0.301
H -1.719 -0.105 1.094 0.386
H -2.406 0.018 -0.687 0.278
H -0.598 -1.508 1.291 0.318
H -1.293 -2.621 0.113 0.252
H 0.425 -2.412 0.059 0.286



58
Properties=species:S:1:pos:R:3:mulliken_charge:R:1 method="wB97M-V/def2-TZVPD" multiplicity=1 e_homo_ev=-11.3 de_lowest_kcal_mol=39.68 total_charge=+1 lumo_ev=-4.95
Au -0.141 0.170 0.093 0.819
C 3.109 -1.401 -0.383 -0.997
C 3.020 0.080 -0.277 0.867
C 4.130 0.909 -0.242 -0.738
C 3.975 2.288 -0.096 -0.391
C 2.727 2.855 0.043 -0.868
C 1.634 1.983 0.007 0.824
N 1.815 0.656 -0.202 0.195
N 0.315 2.203 0.143 -0.299
Si -0.615 3.586 0.869 0.074
C 0.523 4.656 1.866 -1.204
C -1.386 4.478 -0.552 -1.049
C -1.899 2.805 1.941 -0.840
H 4.034 -1.703 -0.868 0.514
H 2.255 -1.799 -0.933 -0.052
H 3.098 -1.821 0.625 0.197
H 5.114 0.470 -0.332 0.440
H 4.853 2.922 -0.082 0.439
H 2.580 3.916 0.173 0.409
H 1.048 5.399 1.262 0.335
H 1.267 4.067 2.407 0.403
H -0.071 5.194 2.609 0.431
H -0.642 4.908 -1.226 0.332
H -2.014 5.292 -0.178 0.365
H -2.016 3.798 -1.129 0.317
H -1.451 2.140 2.687 0.211
H -2.596 2.221 1.341 0.157
H -2.463 3.575 2.471 0.533
C 0.517 -3.461 0.604 -0.562
C -1.621 -2.013 1.658 0.095
O -2.347 -3.133 2.089 -0.649
P -2.871 -0.804 1.126 0.689
O -3.539 -0.235 2.389 -0.546
O -3.993 -1.530 0.302 -0.487
O -2.198 0.161 0.156 -0.856
P -0.557 -1.268 3.016 0.840
O -0.193 -2.662 3.741 -0.505
O -1.461 -0.434 3.872 -0.826
O 0.642 -0.681 2.358 -0.445
H 0.618 -4.183 -0.204 0.399
H 0.135 -3.935 1.504 0.439
H 1.464 -2.990 0.824 -0.107
H -1.831 -3.586 2.772 0.496
H -2.819 -0.173 3.150 0.501
H -4.531 -2.141 0.830 0.401
H 0.138 -2.554 4.645 0.369
S -0.696 -2.268 0.040 0.193
C -0.097 -2.685 -2.701 -0.209
N 0.759 -2.517 -3.721 -0.079
C 0.150 -2.237 -5.032 -0.466
C -1.345 -2.238 -4.680 -0.493
N -1.311 -2.535 -3.239 -0.059
H 1.749 -2.618 -3.609 0.180
H 0.405 -3.011 -5.754 0.280
H 0.487 -1.276 -5.418 0.283
H -1.893 -3.010 -5.218 0.287
H -1.823 -1.277 -4.866 0.282
H -2.142 -2.552 -2.674 0.134



24
Properties=species:S:1:pos:R:3:mulliken_charge:R:1 method="wB97M-V/def2-TZVPD" multiplicity=1 smiles=CNCCCCN.O e_homo_ev=-8.6 de_lowest_kcal_mol=29.76 total_charge=0 lumo_ev=0.80
C -0.880 -0.027 1.008 -0.891
N -1.030 1.259 0.313 -0.388
C -1.641 1.180 -1.015 -0.832
C -0.831 0.587 -2.185 -0.417
C 0.674 0.752 -2.124 -0.976
C 1.473 -0.290 -1.372 -0.345
N 0.929 -1.665 -1.547 -0.591
H 0.103 -0.090 1.462 0.371
H -0.950 -0.912 0.380 0.183
H -1.659 -0.117 1.772 0.314
H -0.084 1.600 0.206 0.339
H -1.874 2.215 -1.224 0.360
H -2.647 0.790 -0.893 0.366
H -1.220 1.084 -3.077 0.311
H -1.192 -0.438 -2.326 0.444
H 0.882 1.752 -1.716 0.325
H 1.048 0.890 -3.142 0.407
H 2.504 -0.273 -1.712 0.418
H 1.583 -0.086 -0.318 0.173
H 1.679 -2.231 -1.935 0.246
H 0.772 -2.083 -0.640 0.181
O 1.025 -1.171 5.607 -0.638
H 0.742 -1.143 6.537 0.319
H 0.532 -1.915 5.235 0.320



15
Properties=species:S:1:pos:R:3:mulliken_charge:R:1 method="wB97M-V/def2-TZVPD" multiplicity=1 e_homo_ev="-12.5 / -13.2" de_lowest_kcal_mol=66.89 total_charge=+1 lumo_ev="-4.45 / -4.35"
C -1.045 -0.087 -1.288 -0.301
C -1.679 -0.687 -0.056 -0.424
C 0.539 0.623 0.412 -0.163
C 1.561 0.196 1.416 -0.966
N 0.442 -0.043 -0.907 -0.206
Br -3.450 -0.476 0.507 0.001
H -1.176 -0.751 -2.224 0.332
H -1.446 0.912 -1.416 0.350
H -0.892 -1.352 0.374 0.378
H 0.022 1.629 0.527 0.346
H 1.164 -0.049 2.366 0.321
H 2.144 1.135 1.723 0.302
H 2.145 -0.704 1.012 0.286
H 0.760 -1.012 -0.952 0.384
H 0.912 0.666 -1.493 0.361



11
Properties=species:S:1:pos:R:3:mulliken_charge:R:1 method="wB97M-V/def2-TZVPD" multiplicity=1 e_homo_ev="-7.7 / -7.8" de_lowest_kcal_mol=104.14 total_charge=0 lumo_ev="-0.38 / -0.45"
C 0.476 -0.754 1.554 -0.211
C -0.250 -0.651 0.428 -0.175
C 1.664 -0.008 1.408 -0.627
C -0.752 0.873 -1.656 -0.731
S 0.657 0.070 -0.904 0.034
H 0.086 -1.138 2.440 0.411
H -1.332 -1.043 0.128 0.280
H 2.469 -0.342 1.995 0.217
H -1.486 0.773 -0.917 0.261
H -1.031 0.279 -2.583 0.243
H -0.502 1.941 -1.893 0.299



25
Properties=species:S:1:pos:R:3:mulliken_charge:R:1 method="wB97M-V/def2-TZVPD" multiplicity=1 e_homo_ev=-13.3 total_charge=+1 lumo_ev=-3.57
C -1.890 0.914 -2.783 -1.104
C -0.497 1.127 -2.081 -0.245
C -0.630 1.862 -0.684 -0.871
I -2.116 3.418 -0.677 0.224
N -0.890 0.801 0.327 0.358
C -2.028 0.229 0.669 0.131
N -1.689 -0.699 1.606 -0.614
C -0.368 -0.631 1.798 0.348
N 0.292 -1.412 2.662 -0.383
N 0.172 0.338 0.992 -0.189
H -1.776 0.069 -3.487 0.381
H -2.640 0.589 -2.038 0.282
H -2.170 1.852 -3.287 0.340
H -0.118 0.102 -1.869 0.278
H 0.234 1.617 -2.744 0.358
H 0.342 2.322 -0.442 0.504
H -3.016 0.457 0.270 0.396
H -0.122 -2.301 2.908 0.226
H 1.130 -1.038 3.087 0.292
H 1.136 0.651 0.898 0.278
C 3.217 -2.069 1.000 0.364
Cl 4.153 -2.828 2.284 -0.092
Cl 3.597 -0.336 0.895 -0.170
Cl 3.511 -2.861 -0.545 -0.097
H 2.165 -2.173 1.240 0.007



14
Properties=species:S:1:pos:R:3:mulliken_charge:R:1 method="wB97M-V/def2-TZVPD" multiplicity=1 e_homo_ev=-4.2 de_lowest_kcal_mol=20.38 total_charge=-1 lumo_ev=2.75
O 0.433 -0.918 1.640 -0.638
C 0.428 0.348 1.569 0.537
O 0.018 1.082 2.490 -0.664
Tl 1.493 -1.971 0.063 0.388
C 1.892 0.863 0.776 0.700
O 2.291 0.092 -0.121 -0.662
O 2.344 1.955 1.113 -0.652
O -1.196 1.524 -0.431 -0.446
C -1.725 0.417 -0.671 0.187
H -2.231 -0.077 0.193 0.246
C -1.027 -0.623 -1.495 -0.714
H -1.100 -1.561 -0.918 0.138
H -1.610 -0.797 -2.413 0.387
H -0.009 -0.333 -1.794 0.193



72
Properties=species:S:1:pos:R:3:mulliken_charge:R:1 method="wB97M-V/def2-TZVPD" multiplicity=1 e_homo_ev=-6.2 de_lowest_kcal_mol=36.15 total_charge=0 lumo_ev=-1.14
C -1.695 4.103 4.413 -1.242
C -1.113 3.738 3.082 -0.121
O -1.423 2.333 2.879 -0.226
C -0.961 1.880 1.713 -1.218
C -1.280 0.455 1.316 4.022
C -1.383 -0.560 2.431 -0.480
O -1.372 -1.765 2.199 -0.678
O -1.497 -0.076 3.675 -0.135
C -1.872 -1.078 4.655 -0.234
C -1.871 -0.384 5.985 -1.221
C -2.579 0.510 0.569 -0.449
C -3.540 -0.542 0.624 0.316
C -4.544 -0.647 -0.332 -0.516
C -4.626 0.317 -1.355 -0.410
N -5.244 -0.050 -2.587 0.998
O -5.330 0.796 -3.502 -0.630
O -5.632 -1.236 -2.713 -0.613
C -3.822 1.470 -1.311 -0.838
C -2.795 1.543 -0.382 -0.463
O -0.319 2.616 0.962 -0.675
H -1.477 5.152 4.626 0.427
H -2.782 3.979 4.425 0.301
H -1.262 3.501 5.218 0.286
H -1.559 4.323 2.267 0.277
H -0.021 3.853 3.068 0.185
H -2.872 -1.456 4.406 0.265
H -1.144 -1.897 4.618 0.299
H -2.250 -1.068 6.746 0.432
H -0.858 -0.089 6.275 0.282
H -2.508 0.506 5.981 0.283
H -3.462 -1.322 1.381 0.355
H -5.227 -1.491 -0.332 0.423
H -3.970 2.253 -2.050 0.469
H -2.134 2.411 -0.396 0.435
C 4.325 2.535 2.247 -0.969
N 3.497 1.363 2.040 0.208
C 2.255 1.364 1.473 -1.066
C 1.797 0.030 1.306 0.886
C 0.712 -0.440 0.540 1.071
C 0.940 -1.433 -0.411 0.737
C 2.188 -1.980 -0.845 -0.997
N 1.991 -2.938 -1.786 0.165
C 3.034 -3.717 -2.432 -0.962
C 0.624 -3.051 -2.060 0.163
C -0.055 -2.103 -1.265 -0.106
C -1.395 -1.879 -1.513 0.458
C -2.066 -2.657 -2.467 -1.013
C -1.382 -3.628 -3.214 -0.675
C -0.004 -3.827 -3.026 -1.157
C 2.834 -0.807 1.914 0.014
C 3.883 0.053 2.323 -0.264
C 5.122 -0.402 2.754 -0.810
C 5.308 -1.791 2.811 -0.651
C 4.265 -2.665 2.457 -0.967
C 3.021 -2.178 2.017 0.171
H 5.122 2.283 2.951 0.338
H 4.781 2.884 1.309 0.316
H 3.712 3.348 2.655 0.330
H 1.811 2.284 1.110 0.876
H -0.304 0.146 0.525 -1.106
H 3.190 -1.688 -0.539 0.695
H 2.562 -4.525 -2.995 0.307
H 3.630 -3.103 -3.123 0.325
H 3.710 -4.139 -1.677 0.339
H -1.896 -1.086 -0.970 0.716
H -3.134 -2.495 -2.632 0.413
H -1.925 -4.218 -3.949 0.406
H 0.570 -4.554 -3.596 0.227
H 5.898 0.312 3.027 0.249
H 6.266 -2.195 3.136 0.394
H 4.429 -3.742 2.519 0.417
H 2.211 -2.854 1.750 0.615



14
Properties=species:S:1:pos:R:3:mulliken_charge:R:1 method="wB97M-V/def2-TZVPD" multiplicity=1 e_homo_ev=-2.4 de_lowest_kcal_mol=59.07 total_charge=-1 lumo_ev=3.89
C -1.715 -1.937 -0.702 -0.534
O -0.830 -2.397 0.376 -0.546
H -2.694 -2.145 -0.307 0.250
H -1.618 -0.863 -0.777 0.239
H -1.045 -2.367 -1.559 0.234
C 1.655 1.830 -0.046 -1.117
C 0.535 0.934 0.529 -0.263
S -0.909 1.619 1.428 -0.639
H 2.587 1.733 0.605 0.213
H 1.409 2.855 -0.044 0.319
H 1.836 1.619 -1.036 0.330
H -0.007 0.369 -0.212 -0.119
H 1.120 0.197 1.108 0.266
H -0.323 -1.447 0.639 0.367



Number 1: total energy -293.3675 a.u.. Number 2: total energy -2802.0410 a.u.. Number 3: total energy -384.8107 a.u.. Number 4: total energy -2786.1626 a.u.. Number 5: total energy -554.0062 a.u.. Number 6: total energy -2132.2526 a.u.. Number 7: total energy -703.5433 a.u.. Number 8: total energy -1853.4891 a.u.. Number 9: total energy -593.0787 a.u..